{"formula": "C42H62BN4P3SiTi", "method": "the ωB97M-V functional and the def2-TZVPD basis", "elements": ["Ti", "C", "C", "C", "P", "C", "C", "C", "C", "C", "C", "C", "C", "C", "Si", "C", "C", "C", "C", "C", "C", "P", "C", "C", "C", "C", "C", "C", "C", "C", "C", "C", "C", "C", "P", "C", "C", "C", "C", "C", "C", "H", "H", "H", "H", "H", "H", "H", "H", "H", "H", "H", "H", "H", "H", "H", "H", "H", "H", "H", "H", "H", "H", "H", "H", "H", "H", "H", "H", "H", "H", "H", "H", "H", "H", "H", "H", "H", "H", "H", "H", "H", "H", "H", "H", "H", "H", "H", "H", "H", "H", "H", "H", "H", "H", "B", "N", "C", "C", "C", "N", "N", "C", "C", "C", "N", "H", "H", "H", "H", "H", "H", "H", "H"], "coordinates": [[0.49009, -0.07871, -0.69678], [4.87533, -0.03394, -0.78638], [4.03568, -0.51999, 0.40001], [4.92353, -1.00967, 1.54288], [2.62202, 0.64290, 0.83499], [3.35570, 2.33814, 0.63447], [4.65130, 2.66563, 1.38231], [2.35615, 3.44195, 0.93546], [2.25147, 0.44876, 2.62036], [3.21172, 0.69508, 3.60712], [2.88523, 0.63775, 4.94831], [1.58665, 0.33415, 5.32709], [0.63830, 0.06433, 4.35957], [0.94658, 0.10060, 2.99771], [-0.30088, -0.37663, 1.67159], [-1.99606, 0.40756, 1.98244], [-2.78755, -0.02487, 3.04898], [-4.06424, 0.46097, 3.25218], [-4.58159, 1.40633, 2.37982], [-3.82392, 1.84139, 1.30797], [-2.53943, 1.33755, 1.08550], [-1.45786, 1.91573, -0.27756], [-1.09825, 3.65041, 0.29248], [-2.22278, 4.68031, 0.14934], [-0.67033, 3.60649, 1.75930], [-2.40363, 1.99538, -1.87981], [-1.66265, 2.87623, -2.89127], [-3.90517, 2.29183, -1.89814], [-0.65168, -2.23142, 1.80762], [-0.31473, -3.01514, 2.90827], [-0.50880, -4.38733, 2.90755], [-1.06169, -5.00197, 1.79697], [-1.41763, -4.24032, 0.69532], [-1.20217, -2.86547, 0.67789], [-1.61147, -1.79340, -0.76467], [-3.44008, -1.48881, -0.55273], [-4.19348, -1.07196, -1.81696], [-4.16165, -2.64869, 0.13541], [-1.31500, -2.73542, -2.34103], [-1.32848, -1.75296, -3.51326], [-2.17997, -3.95305, -2.69583], [5.50599, -0.85735, -1.12019], [5.53300, 0.79079, -0.53111], [4.26625, 0.26386, -1.63741], [3.51633, -1.40247, 0.03669], [5.59718, -0.24649, 1.91897], [5.54308, -1.82524, 1.17246], [4.34795, -1.39183, 2.38418], [3.57262, 2.35236, -0.44316], [4.44180, 2.92685, 2.41630], [5.11321, 3.53919, 0.92177], [5.38161, 1.87043, 1.37266], [2.09586, 3.45065, 1.99321], [1.43836, 3.32898, 0.37042], [2.78600, 4.41174, 0.69547], [4.22471, 0.92693, 3.33294], [3.64007, 0.83558, 5.69322], [1.32093, 0.30198, 6.37297], [-0.36589, -0.17334, 4.67467], [-2.40986, -0.78013, 3.72165], [-4.65737, 0.10337, 4.08135], [-5.57307, 1.80069, 2.52885], [-4.25116, 2.57670, 0.64940], [-0.25419, 3.98556, -0.32133], [-3.10207, 4.39171, 0.72266], [-2.52487, 4.86252, -0.87531], [-1.88095, 5.63133, 0.55889], [-1.54668, 3.50939, 2.39721], [-0.16104, 4.53243, 2.02145], [-0.00270, 2.77355, 1.99735], [-2.27533, 0.95968, -2.24361], [-1.71788, 3.93107, -2.63951], [-2.12285, 2.75491, -3.87193], [-0.60956, 2.60531, -2.99165], [-4.14127, 3.28194, -1.51324], [-4.48167, 1.55796, -1.34022], [-4.25450, 2.25807, -2.93319], [0.13193, -2.55633, 3.77580], [-0.22970, -4.97588, 3.76775], [-1.22038, -6.07026, 1.78315], [-1.86074, -4.73857, -0.14996], [-3.47296, -0.63534, 0.14116], [-4.33722, -1.89871, -2.50305], [-3.71954, -0.26685, -2.36841], [-5.18523, -0.72769, -1.52696], [-4.08555, -3.57664, -0.42668], [-5.21979, -2.40196, 0.21774], [-3.78008, -2.83227, 1.13791], [-0.27876, -3.08241, -2.22101], [-2.34271, -1.47360, -3.78796], [-0.86371, -2.22032, -4.37744], [-0.77048, -0.82696, -3.31243], [-3.24064, -3.76815, -2.58541], [-1.93084, -4.83585, -2.12088], [-2.00746, -4.21036, -3.74150], [2.24729, -1.36181, -3.56876], [2.05978, -2.22663, -2.26622], [2.60285, -3.43616, -2.17736], [2.40830, -3.93991, -0.90303], [1.72483, -2.93325, -0.25408], [1.51108, -1.89048, -1.07038], [1.89533, 0.16147, -3.36211], [2.12783, 1.05867, -4.31338], [2.06464, 2.33301, -3.77526], [1.78726, 2.11303, -2.44159], [1.68081, 0.79881, -2.18687], [1.54879, -1.77948, -4.44968], [3.41281, -1.42957, -3.84985], [3.11285, -3.84839, -3.02350], [2.72086, -4.88376, -0.50922], [1.37923, -2.90206, 0.76788], [2.36255, 0.73032, -5.30603], [2.20673, 3.26574, -4.27798], [1.63936, 2.82022, -1.64174]], "mulliken_spin": [0.85, 0.00, 0.00, 0.00, 0.03, -0.01, 0.00, -0.01, -0.01, 0.00, 0.00, 0.00, 0.00, 0.00, 0.00, 0.00, 0.00, 0.00, 0.00, -0.01, 0.00, 0.11, -0.01, 0.00, 0.00, -0.03, 0.01, 0.00, 0.01, 0.00, 0.00, 0.00, 0.00, 0.01, 0.02, 0.00, 0.00, 0.00, -0.02, 0.02, 0.00, 0.00, 0.00, 0.00, 0.01, 0.00, 0.00, 0.00, 0.00, 0.00, 0.00, 0.00, 0.00, 0.02, 0.00, 0.00, 0.00, 0.00, 0.00, 0.00, 0.00, 0.00, 0.00, 0.01, 0.00, 0.00, 0.00, 0.00, 0.00, 0.00, 0.00, 0.00, 0.00, 0.01, 0.00, 0.00, 0.00, 0.00, 0.00, 0.00, 0.00, 0.00, 0.00, 0.00, 0.00, 0.00, 0.00, 0.00, 0.00, 0.00, 0.00, 0.01, 0.00, 0.00, 0.00, 0.01, 0.01, 0.02, 0.00, 0.04, -0.05, 0.00, 0.00, 0.00, 0.04, -0.09, 0.00, 0.00, 0.00, 0.00, 0.00, 0.00, 0.00, -0.01], "molar_mass_g_mol": 802.673, "total_charge": 1, "multiplicity": 2, "e_tot_ha": -4044.4482}